Record 1
59
Properties=species:S:1:pos:R:3 method="wB97M-V/def2-TZVPD" e_lumo_ev=0.5582 smiles="CC(C)C[C@H](O)C1CCN(C(=O)CCc2nnc(-c3ccc4c(c3)OCO4)o2)CC1" total_energy_ev=-37992.483 gap_ev=8.734 relative_energy_kj_mol=295.4
C -1.91295 -4.00627 2.51669
H -1.46121 -4.98883 2.63711
H -2.99266 -4.12629 2.53347
H -1.61124 -3.38599 3.35852
C -1.46918 -3.38272 1.19583
C -1.95576 -4.22224 0.01781
H -3.03931 -4.20102 -0.03102
H -1.62563 -5.25381 0.12491
H -1.55988 -3.82778 -0.91505
C -1.90068 -1.91229 1.05964
H -1.24670 -1.30876 1.68986
H -1.74226 -1.60956 0.02668
C -3.33969 -1.58943 1.47611
C -3.72712 -0.11128 1.23228
C -2.82774 0.87677 1.97508
C -3.30384 2.30886 1.72548
N -3.29000 2.57777 0.29888
C -2.24432 3.26771 -0.20380
O -1.46757 3.86668 0.52195
C -2.05796 3.33170 -1.71976
C -0.55586 3.27377 -2.00267
C -0.03498 1.95920 -1.56167
N -0.73617 0.90983 -1.27501
N 0.11996 -0.05635 -0.89710
C 1.31661 0.44359 -0.97091
C 2.55208 -0.23296 -0.65933
C 2.49704 -1.54878 -0.20486
C 3.65297 -2.25082 0.10875
C 4.85043 -1.59115 -0.05015
C 4.90705 -0.26965 -0.50620
C 3.77523 0.43640 -0.81825
H 3.81862 1.45401 -1.16745
O 6.21331 0.13072 -0.57018
C 6.98007 -0.97337 -0.13995
O 6.11665 -2.04406 0.18104
H 7.66679 -1.28236 -0.94396
H 7.56564 -0.69275 0.74992
H 3.62117 -3.26766 0.46095
H 1.52920 -2.01167 -0.10218
O 1.28378 1.73273 -1.39518
H -0.04058 4.05637 -1.44073
H -0.34870 3.41428 -3.06677
H -2.54109 2.50463 -2.23011
H -2.46620 4.27752 -2.08050
C -4.19900 1.70824 -0.41439
H -4.26394 1.98535 -1.46441
C -3.75276 0.25346 -0.25432
H -2.75344 0.15609 -0.67666
H -4.42941 -0.41044 -0.79350
H -5.19423 1.84733 0.02661
H -2.63995 3.02606 2.20935
H -4.32264 2.44993 2.10086
H -2.82986 0.66699 3.04616
H -1.80627 0.79302 1.60483
H -4.74964 0.00902 1.62589
O -4.24214 -2.43819 0.79054
H -5.14043 -2.18932 1.03365
H -3.43309 -1.77144 2.56141
H -0.37153 -3.38217 1.17693



Record 2
58
Properties=species:S:1:pos:R:3 method="wB97M-V/def2-TZVPD" e_lumo_ev=-0.2887 smiles="CCCCCCOC(=O)[C@@H](C#N)c1nc2ccccc2nc1N1CCN(C)CC1" total_energy_ev=-34830.535 gap_ev=8.041 relative_energy_kj_mol=185.2
C 3.93374 0.08179 3.79967
C 3.12350 -0.56474 2.68336
C 3.90637 -0.63538 1.37481
C 3.09478 -1.30182 0.26815
C 3.83904 -1.31254 -1.06574
C 3.04788 -2.03305 -2.14987
H 2.83953 -3.07010 -1.86781
H 3.59076 -2.02842 -3.10139
O 1.80280 -1.35557 -2.34215
C 0.73866 -2.09903 -2.62860
O 0.74879 -3.27223 -2.85619
C -0.50309 -1.19192 -2.60247
C -1.65132 -1.85544 -3.16850
N -2.58810 -2.35254 -3.59445
C -0.75558 -0.85529 -1.13951
N -0.48084 -1.80711 -0.29940
C -0.50137 -1.54819 1.02654
C -0.24395 -2.56789 1.95674
C -0.17989 -2.26054 3.28949
C -0.36083 -0.93994 3.73004
C -0.61219 0.07244 2.84339
C -0.70454 -0.21552 1.46887
N -1.01289 0.75677 0.58944
C -1.11817 0.46196 -0.69110
N -1.43011 1.47351 -1.56247
C -1.46606 2.82103 -1.02066
C -2.83444 3.15808 -0.43260
N -3.84574 3.00757 -1.46430
C -5.15443 3.41699 -1.00553
H -5.10902 4.45879 -0.69209
H -5.51932 2.81091 -0.16164
H -5.86252 3.33024 -1.82826
C -3.84431 1.64403 -1.95563
C -2.47564 1.30357 -2.55503
H -2.50881 0.28240 -2.92944
H -2.26628 1.98814 -3.38229
H -4.60657 1.54767 -2.73173
H -4.07318 0.91812 -1.15168
H -2.83823 4.19435 -0.08854
H -3.02615 2.49869 0.43138
H -0.69667 2.90679 -0.25457
H -1.25057 3.50441 -1.84663
H -0.76420 1.09031 3.16785
H -0.30076 -0.72619 4.78715
H 0.01387 -3.03595 4.01565
H -0.10583 -3.57319 1.59082
H -0.27892 -0.27519 -3.15813
H 4.79996 -1.81782 -0.95471
H 4.02675 -0.28605 -1.38566
H 2.85400 -2.32665 0.55990
H 2.15165 -0.76633 0.14428
H 4.18031 0.37586 1.06466
H 4.83133 -1.19474 1.53417
H 2.82982 -1.57336 2.98281
H 2.20628 0.00613 2.52245
H 4.84049 -0.48725 3.99306
H 3.35197 0.12377 4.71729
H 4.21823 1.09568 3.52677



Record 3
59
Properties=species:S:1:pos:R:3 method="wB97M-V/def2-TZVPD" e_lumo_ev="-7.2772 / -7.2191" total_charge=+2 total_energy_ev=-47739.044 gap_ev="5.968 / 5.431"
Tl -0.87302 0.46773 -0.47747
C -1.87915 -0.91021 2.44916
C -2.44304 -1.69067 1.24480
N -2.97811 -0.81338 0.20051
C -4.13942 0.00201 0.56830
C -4.06125 1.43172 0.01892
N -2.74415 2.05976 0.15709
C -2.37731 2.62240 1.46066
C -2.14480 1.57175 2.54373
N -1.34624 0.41517 2.10246
H -2.64698 -0.80274 3.21620
H -1.09109 -1.51700 2.89477
H -1.64372 -2.27583 0.78142
H -3.19072 -2.39784 1.61519
H -3.16744 -1.35850 -0.63203
H -5.06113 -0.44165 0.18845
H -4.23062 0.01056 1.65284
H -4.29602 1.41336 -1.04586
H -4.83397 2.03004 0.51229
H -2.65511 2.78765 -0.54207
H -1.46145 3.19906 1.31326
H -3.14364 3.31448 1.82446
H -1.65665 2.07491 3.37973
H -3.09885 1.20970 2.92301
H -0.39077 0.51033 2.42138
C 3.49322 -3.00719 0.13977
C 4.04411 -1.92013 -0.52857
C 3.41559 -0.68535 -0.50423
C 2.20973 -0.52414 0.19286
C 1.63751 -1.64323 0.81744
C 2.28244 -2.86429 0.81447
N 1.51471 0.67421 0.27242
C 2.14271 1.89277 0.25163
C 1.42276 3.01756 -0.20398
C 1.99217 4.27071 -0.20345
C 3.28356 4.44788 0.29144
C 3.99450 3.35940 0.78555
C 3.44281 2.09357 0.76568
H 4.00108 -3.96281 0.13272
H 4.97483 -2.03395 -1.06954
H 3.82976 0.14620 -1.05845
H 0.69918 -1.51657 1.35099
H 1.85833 -3.70651 1.34741
H 0.42914 2.87776 -0.61751
H 1.44237 5.11715 -0.59274
H 3.72451 5.43565 0.30693
H 4.98269 3.50385 1.20084
H 3.97158 1.26452 1.21433
S -0.34149 0.40445 -3.22586
C -0.05556 -1.25782 -3.07838
N 0.52018 -1.90746 -4.13109
C 0.71538 -3.24152 -4.17540
C 0.37085 -3.99394 -3.09746
C -0.14039 -3.29451 -2.00106
N -0.35618 -1.98970 -1.98252
H 0.78276 -1.33811 -4.92730
H 1.15399 -3.63730 -5.08135
H 0.49645 -5.06528 -3.08962
H -0.38062 -3.82872 -1.08713



Record 4
65
Properties=species:S:1:pos:R:3 method="wB97M-V/def2-TZVPD" e_lumo_ev="-2.7129 / -2.7082" total_charge=+1 total_energy_ev=-328812.058 gap_ev="6.499 / 6.496"
V 0.75959 0.31307 -0.26871
C 3.37956 1.60600 1.23771
C 2.76780 0.53618 2.08158
C 3.42626 0.14224 3.24208
C 2.89860 -0.85266 4.02724
C 1.68682 -1.40713 3.64359
C 1.05772 -0.99129 2.47705
N 1.61645 -0.04285 1.68299
Sb -0.85500 -2.06306 2.41224
C -0.97589 -3.05053 0.51725
C -1.30910 -4.39115 0.66348
C -1.30677 -5.20618 -0.46019
C -0.93337 -4.65358 -1.66519
C -0.60741 -3.29896 -1.73065
C -0.16635 -2.70617 -3.03742
N -0.65592 -2.50121 -0.65914
C -2.33621 -0.50483 2.23812
C -2.86672 -0.07574 3.44970
C -3.96196 0.77566 3.43874
C -4.50156 1.13455 2.22095
C -3.91991 0.65223 1.04949
C -4.50951 1.00580 -0.28598
N -2.84544 -0.14019 1.05647
H 4.14543 2.13533 1.80101
H 2.63837 2.33003 0.89997
H 3.83604 1.17462 0.34490
H 4.35703 0.62719 3.50076
H 3.40371 -1.18615 4.92411
H 1.22793 -2.17206 4.25444
H -1.55040 -4.79593 1.63798
H -1.55814 -6.25608 -0.38452
H -0.87427 -5.25957 -2.55955
H 0.36297 -3.44511 -3.63738
H 0.50858 -1.86500 -2.87405
H -1.03005 -2.37692 -3.61840
H -2.43709 -0.41095 4.38570
H -4.40285 1.12386 4.36395
H -5.38234 1.76152 2.16690
H -5.59726 1.04434 -0.23583
H -4.21249 0.26625 -1.02717
H -4.16409 1.99130 -0.60829
Se 2.29474 -1.35679 -0.95036
Se 3.37448 -0.95667 -2.98248
Se 2.02357 0.77376 -3.74736
Se 1.98062 2.01668 -1.79361
C -2.02487 0.60927 -4.01382
N -2.08280 1.68913 -3.03623
C -2.98901 2.78521 -3.35440
C -1.36088 1.59196 -1.90817
N -0.78538 0.49755 -1.50975
N -1.21459 2.76897 -1.19542
C -0.73131 2.90583 0.08108
N -0.98523 4.10565 0.65551
N -0.13255 1.92796 0.67521
H -2.33116 1.00687 -4.97860
H -2.69831 -0.20873 -3.74708
H -1.00228 0.24377 -4.10108
H -2.57552 3.42227 -4.13841
H -3.22050 3.38522 -2.47850
H -3.93262 2.36971 -3.70719
H -1.09740 -0.33991 -1.98477
H -1.42423 3.61676 -1.69255
H -1.33396 4.87488 0.11013
H -0.47106 4.35509 1.48300
H 0.05143 2.11836 1.65480